# 1
C35H58OP2Pm | ωB97M-V/def2-TZVPD

Summary:
HOMO (spin up / spin down) = -9.45 / -9.45 eV
Charge = +1
HOMO-LUMO gap (spin up / spin down) = 5.8 / 5.9 eV
Spin multiplicity = 5
LUMO energy (spin up / spin down) = -3.7 / -3.5 eV

Last column: Mulliken charge in e.
Cartesian coordinates (Å):
Pm (1.045, 0.043, 0.978)  1.0488
C (-1.227, -0.879, 1.597)  0.1090
C (-0.784, -1.810, 0.609)  1.0341
C (0.632, -1.975, 2.425)  0.5232
C (-0.383, -1.007, 2.737)  0.7382
C (0.402, -2.442, 1.089)  0.1850
C (-2.316, 0.114, 1.387)  -1.2188
H (-2.548, 0.226, 0.315)  0.0864
H (-2.071, 1.116, 1.785)  0.3886
H (-3.252, -0.207, 1.877)  0.3399
C (-0.442, -0.111, 3.916)  -1.2847
H (-1.488, 0.113, 4.172)  0.4232
H (0.031, 0.877, 3.742)  0.1586
H (0.047, -0.556, 4.794)  0.3372
C (1.873, -2.189, 3.203)  -1.1780
H (1.730, -1.982, 4.273)  0.2740
H (2.700, -1.535, 2.867)  0.2237
H (2.231, -3.226, 3.095)  0.4360
C (1.288, -3.306, 0.268)  -1.6428
H (1.289, -4.345, 0.628)  0.3692
H (2.341, -2.973, 0.257)  0.3508
H (0.942, -3.338, -0.775)  0.3724
C (-1.500, -2.131, -0.646)  -1.5892
H (-1.525, -3.216, -0.818)  0.4940
H (-1.035, -1.663, -1.530)  0.0382
H (-2.546, -1.788, -0.592)  0.5263
C (-1.133, 2.414, -2.431)  -0.7599
C (-2.291, 1.734, -2.342)  -0.6314
C (-2.729, 0.484, -3.043)  -0.7986
C (-1.774, -0.024, -4.147)  0.2097
C (-0.563, -0.759, -3.689)  -0.8267
C (0.635, -0.294, -3.297)  -0.4096
C (1.068, 1.096, -2.923)  1.0358
C (0.047, 2.196, -3.316)  2.1465
H (-3.733, 0.639, -3.491)  0.5359
H (-1.523, 0.838, -4.826)  -1.1913
H (-2.881, -0.335, -2.316)  0.1119
H (-0.273, 1.988, -4.373)  -2.5651
H (-0.951, 3.181, -1.665)  0.2867
H (-3.018, 2.076, -1.597)  0.4925
H (0.585, 3.160, -3.379)  0.8677
H (1.343, 1.199, -1.850)  -1.1779
H (1.401, -1.061, -3.104)  0.4833
H (2.042, 1.298, -3.422)  0.4057
H (-2.340, -0.725, -4.789)  0.6287
H (-0.664, -1.852, -3.764)  0.5080
P (-0.375, 1.842, -6.327)  0.9318
C (-0.650, 3.609, -6.599)  -1.4077
C (-1.497, 0.998, -7.490)  -1.2978
P (2.024, -0.107, -5.845)  0.5841
C (1.352, 1.432, -6.755)  -1.2987
C (1.291, -1.404, -6.929)  -1.2628
C (3.721, -0.095, -6.546)  -1.2643
H (0.194, 4.190, -6.207)  0.3685
H (-1.561, 3.902, -6.061)  0.3895
H (-0.780, 3.825, -7.666)  0.4354
H (-1.373, 1.400, -8.504)  0.4388
H (-2.529, 1.174, -7.159)  0.3873
H (-1.313, -0.082, -7.502)  0.2842
H (3.725, 0.114, -7.626)  0.3767
H (4.165, -1.077, -6.357)  0.4043
H (4.301, 0.676, -6.024)  0.3688
H (1.996, 2.278, -6.447)  0.5012
H (1.448, 1.295, -7.852)  0.6068
H (1.945, -2.286, -6.874)  0.4504
H (1.210, -1.083, -7.979)  0.3810
H (0.299, -1.680, -6.555)  0.2306
C (2.546, 3.900, -0.551)  -1.0950
C (2.100, 4.552, 0.767)  0.1172
C (0.599, 4.364, 1.029)  -1.2170
C (2.959, 4.062, 1.921)  0.1426
C (4.071, 4.786, 2.323)  -0.6162
C (4.870, 4.353, 3.381)  -1.1397
C (4.459, 3.265, 4.148)  -0.3715
C (3.345, 2.518, 3.780)  -0.4234
C (2.818, 1.355, 4.624)  2.7670
C (3.921, 0.378, 5.027)  -1.6007
C (1.977, 1.842, 5.811)  -1.6598
C (2.734, 2.787, 2.521)  0.8725
O (2.058, 1.814, 1.916)  -0.2509
H (2.480, 2.801, -0.473)  0.0670
H (3.596, 4.152, -0.762)  0.4327
H (1.929, 4.240, -1.398)  0.3261
H (2.287, 5.633, 0.668)  0.5403
H (0.359, 3.300, 1.136)  -0.1055
H (0.326, 4.865, 1.963)  0.3937
H (-0.014, 4.774, 0.218)  0.4416
H (4.356, 5.688, 1.779)  0.4112
H (5.789, 4.878, 3.636)  0.3732
H (5.032, 2.973, 5.037)  0.3285
H (2.133, 0.805, 3.961)  -1.5097
H (4.649, 0.856, 5.697)  0.4233
H (3.495, -0.505, 5.526)  0.3693
H (4.452, 0.042, 4.124)  0.3111
H (1.170, 2.501, 5.468)  0.3691
H (1.513, 1.005, 6.351)  0.4004
H (2.582, 2.413, 6.525)  0.3991

=====

# 2
C35H60N8O3 | ωB97M-V/def2-TZVPD

Summary:
HOMO = -10.59 eV
HOMO-LUMO gap = 10.8 eV
LUMO energy = 0.2 eV

Last column: Mulliken charge in e.
Cartesian coordinates (Å):
O (1.410, -0.448, 0.719)  -0.5888
C (0.581, 0.316, 1.048)  0.0922
O (-0.223, 1.014, 0.246)  0.1978
C (-1.234, 1.645, 1.001)  -0.2298
C (-0.872, 1.355, 2.478)  -0.3026
O (0.228, 0.448, 2.322)  -0.3328
H (-1.092, 2.689, 0.925)  0.3269
H (-2.149, 1.259, 0.626)  0.3448
H (-1.605, 0.869, 3.059)  0.3610
H (-0.498, 2.151, 3.103)  -0.0732
C (-0.554, -1.554, -3.257)  -1.0857
C (0.139, -2.165, -2.086)  0.3768
C (-0.735, -2.203, -0.796)  1.1619
C (-1.927, -3.032, -0.889)  -0.1198
N (-2.801, -3.757, -1.089)  -0.6432
H (-1.396, -2.256, -3.462)  0.3312
H (0.112, -1.542, -4.182)  0.3935
H (-1.009, -0.556, -3.055)  0.0632
H (0.991, -1.548, -1.790)  -0.2573
H (0.565, -3.148, -2.390)  0.3629
H (-1.118, -1.187, -0.680)  -0.3719
H (-0.220, -2.483, 0.109)  -0.1855
C (-6.646, -1.668, -5.681)  -1.2459
C (-6.468, -1.292, -4.193)  -0.4223
C (-5.150, -0.558, -4.033)  -0.2308
C (-4.780, -0.027, -2.666)  0.0926
N (-4.328, 0.157, -1.615)  -0.4694
H (-6.507, -0.852, -6.332)  0.3628
H (-7.607, -2.100, -5.943)  0.3537
H (-5.852, -2.399, -5.970)  0.3109
H (-6.554, -2.137, -3.526)  0.3804
H (-7.312, -0.637, -3.898)  0.3138
H (-5.195, 0.333, -4.655)  0.3037
H (-4.419, -1.274, -4.415)  0.2566
C (-1.627, -2.963, 3.967)  -0.9078
C (-2.464, -3.650, 2.918)  -0.2327
C (-1.820, -4.862, 2.289)  0.4133
C (-1.807, -6.141, 3.002)  0.0427
N (-1.841, -7.122, 3.601)  -0.4745
H (-2.006, -1.949, 4.197)  0.2936
H (-0.585, -2.759, 3.573)  0.1030
H (-1.624, -3.465, 4.932)  0.3616
H (-2.633, -2.922, 2.140)  0.1371
H (-3.479, -3.856, 3.251)  0.3860
H (-0.800, -4.629, 1.886)  -0.3248
H (-2.291, -5.067, 1.329)  0.2392
C (-0.642, 4.473, -3.182)  -1.5107
C (-1.279, 3.060, -3.252)  0.4197
C (-1.306, 2.459, -4.657)  -0.1156
C (-2.204, 3.129, -5.580)  0.0517
N (-2.996, 3.653, -6.233)  -0.4855
H (-0.438, 4.706, -2.124)  0.3181
H (-1.247, 5.260, -3.584)  0.4558
H (0.350, 4.600, -3.618)  0.3362
H (-2.291, 3.139, -2.815)  0.4634
H (-0.626, 2.368, -2.610)  -0.3239
H (-1.542, 1.397, -4.736)  0.1773
H (-0.240, 2.562, -5.021)  0.2494
C (2.527, 3.168, 1.904)  -0.6535
C (3.526, 2.518, 2.785)  -0.4629
C (3.828, 1.031, 2.533)  -0.0872
C (4.504, 0.677, 1.285)  0.4474
N (5.202, 0.459, 0.388)  -0.6847
H (2.476, 4.277, 2.083)  0.3985
H (1.459, 2.908, 2.029)  -0.1997
H (2.742, 2.982, 0.838)  0.3111
H (3.250, 2.553, 3.858)  0.2827
H (4.453, 3.104, 2.678)  0.2730
H (2.980, 0.370, 2.614)  -0.0448
H (4.550, 0.657, 3.271)  0.4929
C (3.711, -0.900, -4.228)  -1.0734
C (4.724, 0.179, -3.785)  -0.5873
C (4.300, 1.120, -2.691)  0.3515
C (2.945, 1.685, -2.890)  0.1739
N (1.935, 2.242, -2.906)  -0.4245
H (2.813, -0.427, -4.612)  0.3086
H (3.284, -1.494, -3.400)  0.1223
H (4.119, -1.535, -4.964)  0.4665
H (4.991, 0.781, -4.642)  0.3056
H (5.620, -0.411, -3.535)  0.3278
H (4.922, 1.985, -2.662)  0.4411
H (4.333, 0.686, -1.658)  -0.3879
C (3.809, -4.702, -0.990)  -0.9632
C (4.404, -3.806, 0.103)  -0.8800
C (3.440, -2.786, 0.687)  0.7166
C (2.297, -3.355, 1.333)  0.2940
N (1.336, -3.632, 1.901)  -0.4862
H (4.699, -5.254, -1.375)  0.3575
H (3.304, -4.138, -1.819)  0.1529
H (3.065, -5.424, -0.623)  0.3462
H (5.240, -3.189, -0.276)  0.3968
H (4.795, -4.378, 0.984)  0.3181
H (3.134, -2.088, -0.099)  -0.3127
H (3.994, -2.109, 1.305)  0.1202
C (-0.806, 3.279, 8.225)  -1.1031
C (-1.616, 4.407, 7.531)  -0.6026
C (-0.756, 5.250, 6.596)  -0.3329
C (-0.237, 4.556, 5.437)  0.2263
N (0.146, 4.105, 4.438)  -0.4737
H (0.032, 3.764, 8.695)  0.3127
H (-0.584, 2.578, 7.459)  0.2918
H (-1.382, 2.718, 8.958)  0.3491
H (-2.105, 4.865, 8.364)  0.3553
H (-2.431, 4.042, 7.002)  0.3679
H (0.082, 5.825, 7.085)  0.3139
H (-1.394, 6.027, 6.079)  0.2379